Record 1
ORCA calculation (ωB97M-V/def2-TZVPD) on 15 unconnected molecules or ions with the total composition C46H112BO50S14 at a distorted geometry.

total energy: -11181.4798 Ha
charge: -1
LUMO energy: 1.342 eV
Kohn-Sham gap: 9.8023 eV
ΔE to the lowest compared entry with this formula, charge and spin: 0.000 eV
strongest force on any atom: 3.97 eV/Å
HOMO level: -8.46 eV

CARTESIAN COORDINATES (ANGSTROEM)
O: -27.11291 17.74895 4.26734
C: -26.76622 17.22576 3.22795
O: -26.07798 17.80951 2.24719
B: -26.22332 17.07029 0.94428
O: -26.62343 15.82628 1.38072
C: -26.99827 15.81879 2.63370
O: -27.58321 14.95574 3.16692
O: -24.96787 16.98130 0.18631
C: -25.00423 17.61371 -0.94701
O: -24.09648 17.70983 -1.73617
C: -26.49724 18.15187 -1.08199
O: -27.09115 17.81973 0.06079
O: -26.98202 18.73149 -2.01309
O: -24.50157 14.19009 4.06816
S: -24.82851 13.36191 5.16471
O: -25.28826 14.01803 6.38888
O: -25.89757 12.27672 4.73189
C: -25.98744 11.97828 3.31323
C: -27.04892 10.95289 3.02443
C: -23.32967 12.35111 5.54224
H: -24.98611 11.71093 2.89933
H: -26.32686 12.89867 2.80568
H: -27.95050 11.15555 3.61661
H: -26.71988 9.89255 3.22098
H: -27.32253 10.94869 1.98411
H: -23.36943 12.05881 6.56553
H: -22.59947 13.13746 5.35991
H: -23.17453 11.44034 4.91748
O: -25.54282 24.26500 -1.85043
S: -25.84519 24.07880 -0.43953
O: -26.56178 25.03384 0.27529
O: -26.62163 22.70572 -0.33429
C: -27.20475 22.39888 0.99599
C: -28.59358 21.86194 0.76642
C: -24.41146 23.68818 0.59715
H: -27.16933 23.22285 1.66379
H: -26.55876 21.61966 1.39108
H: -29.07087 21.61543 1.75666
H: -28.62262 20.92643 0.22351
H: -29.03365 22.71423 0.29742
H: -23.72515 24.51070 0.56521
H: -23.96171 22.75553 0.33135
H: -24.78182 23.59199 1.63862
O: -24.12613 13.83273 -1.40088
S: -25.42834 13.33555 -1.02938
O: -25.78877 13.18905 0.33669
O: -26.45845 14.42199 -1.61078
C: -26.73559 14.38504 -3.09272
C: -27.17675 15.81569 -3.43920
C: -25.91219 11.77057 -1.86968
H: -27.54286 13.63840 -3.20163
H: -25.74028 14.21443 -3.45174
H: -28.09563 16.08855 -2.99747
H: -27.27931 15.78380 -4.55633
H: -26.32447 16.48004 -3.12137
H: -26.99894 11.65922 -1.83122
H: -25.45420 10.90471 -1.28941
H: -25.57798 11.80900 -2.92316
O: -30.57923 17.19986 6.87517
S: -30.65803 16.77682 8.23475
O: -31.94908 16.64641 8.83494
O: -29.87996 15.39697 8.39458
C: -29.87299 14.36435 7.34218
C: -28.49453 14.44973 6.67224
C: -29.61470 17.74516 9.24037
H: -30.58518 14.53294 6.61489
H: -30.06846 13.38093 7.82371
H: -28.45515 15.42274 6.30248
H: -28.33697 13.72140 5.90730
H: -27.69499 14.32718 7.38206
H: -29.37130 17.16946 10.14057
H: -30.13372 18.64892 9.55090
H: -28.78534 18.09520 8.68288
O: -30.81532 16.42262 -6.73022
S: -29.84713 17.46470 -6.49259
O: -28.46439 17.16560 -6.81737
O: -30.33426 18.72657 -7.37811
C: -29.51517 19.79079 -7.79870
C: -29.66253 19.75587 -9.29931
C: -29.92861 18.03664 -4.74694
H: -28.45244 19.65871 -7.50216
H: -29.74336 20.76217 -7.30632
H: -29.25357 20.68992 -9.63299
H: -30.67569 19.73724 -9.69427
H: -29.03760 18.94574 -9.71439
H: -31.01762 18.26719 -4.52019
H: -29.31644 18.93590 -4.68105
H: -29.49705 17.23673 -4.15685
O: -23.18913 19.40097 6.86560
S: -21.91042 19.38456 6.23755
O: -20.75408 19.32343 7.04282
O: -21.77038 18.20402 5.23943
C: -22.95253 17.65208 4.51100
C: -23.06937 18.25707 3.05379
C: -21.78388 20.74091 5.17233
H: -23.85162 17.94172 5.04188
H: -22.91290 16.57113 4.57095
H: -23.26747 19.28668 2.98675
H: -23.96859 17.78006 2.61936
H: -22.25618 17.83979 2.42780
H: -22.56592 20.70545 4.42623
H: -20.76177 20.67850 4.81832
H: -21.77232 21.59842 5.75353
O: -21.48622 10.93565 2.67660
S: -22.14291 10.89647 1.39381
O: -23.50127 10.43769 1.24843
O: -22.05627 12.37873 0.69035
C: -22.55499 13.42767 1.57373
C: -21.84273 14.71126 1.30865
C: -21.23506 9.95998 0.19364
H: -22.48434 13.03636 2.58116
H: -23.62242 13.45166 1.36880
H: -22.35905 15.56011 1.73599
H: -21.74893 14.83984 0.22325
H: -20.85286 14.50933 1.79779
H: -21.65857 10.25423 -0.83826
H: -21.36599 8.86129 0.25624
H: -20.15071 10.24591 0.15682
O: -35.58273 13.36206 6.47284
S: -34.39761 14.14044 6.36081
O: -33.08097 13.58469 6.57570
O: -34.40282 14.77033 4.87324
C: -33.16678 15.59392 4.53096
C: -32.86614 15.31272 3.13013
C: -34.39159 15.68568 7.32806
H: -32.46490 15.20342 5.24111
H: -33.41530 16.65841 4.75093
H: -33.29537 16.02510 2.45476
H: -33.02150 14.33480 2.73256
H: -31.77740 15.38521 2.96575
H: -34.51598 15.37408 8.36096
H: -35.38987 16.10323 7.09899
H: -33.55835 16.34024 7.25504
O: -24.07134 15.93873 -4.65108
S: -22.75675 15.38051 -4.89121
O: -22.43137 14.47808 -5.96212
O: -21.67271 16.56987 -5.06863
C: -21.91269 17.87459 -4.27466
C: -20.64037 17.97343 -3.46563
C: -22.06801 14.65977 -3.40596
H: -22.81514 17.81035 -3.61329
H: -21.99754 18.67315 -4.91325
H: -19.80746 18.21296 -4.11686
H: -20.54011 17.08406 -2.87739
H: -20.57564 18.78433 -2.73512
H: -22.57252 13.72715 -3.06657
H: -22.17425 15.33177 -2.58265
H: -21.05990 14.48627 -3.64368
O: -24.78855 21.20364 3.74649
S: -25.39549 22.27246 4.51034
O: -25.48459 23.56497 3.90586
O: -26.88132 21.83872 4.84159
C: -27.16967 20.46784 4.73654
C: -28.62556 20.37493 4.51719
C: -24.63810 22.46772 6.07675
H: -27.00493 19.97540 5.72712
H: -26.69917 19.90994 3.99775
H: -28.86524 20.52458 3.49660
H: -29.23992 21.01706 5.12939
H: -28.93063 19.31387 4.70439
H: -25.24167 23.16897 6.63335
H: -23.65163 22.85633 5.84131
H: -24.61050 21.52687 6.65271
O: -29.07834 21.87922 -4.44731
S: -27.67804 22.03765 -4.85319
O: -27.25209 21.54111 -6.09809
O: -27.44790 23.61958 -4.82770
C: -28.26360 24.30856 -3.81208
C: -27.91999 25.72507 -3.74187
C: -26.57327 21.40447 -3.65723
H: -27.93225 23.85924 -2.84054
H: -29.26038 24.07242 -4.03048
H: -26.86226 25.85718 -3.73624
H: -28.22729 26.06278 -2.76188
H: -28.38247 26.38069 -4.44792
H: -26.79700 20.37037 -3.47393
H: -26.69672 21.99450 -2.82319
H: -25.57778 21.50609 -4.13189
O: -23.81887 18.80998 -9.93097
S: -23.02952 18.52831 -8.76026
O: -21.68631 19.01401 -8.61710
O: -23.78135 19.01073 -7.45247
C: -25.27018 18.87835 -7.43281
C: -25.63035 18.82778 -5.93940
C: -23.09580 16.67791 -8.64612
H: -25.46984 17.99382 -8.01543
H: -25.80967 19.73579 -7.89570
H: -26.62481 18.46895 -5.83051
H: -25.42788 19.82683 -5.49910
H: -25.02294 18.00613 -5.47517
H: -22.80792 16.44762 -9.61707
H: -24.14675 16.34014 -8.55253
H: -22.39894 16.22549 -7.92661
O: -31.35940 13.66978 -0.28793
S: -29.90543 13.59589 -0.51762
O: -29.50375 12.80138 -1.65141
O: -29.34353 15.03945 -0.67892
C: -30.26413 16.11702 -0.94986
C: -30.40750 17.01638 0.29174
C: -29.15401 13.04477 0.92299
H: -31.26430 15.77777 -1.16751
H: -29.87295 16.64169 -1.81277
H: -31.42460 16.96918 0.74520
H: -30.10463 18.06987 0.07292
H: -29.60881 16.68837 0.99858
H: -29.41834 11.97610 1.03449
H: -29.42080 13.61569 1.85094
H: -28.04724 13.20391 0.73633
O: -26.00942 19.96060 8.12336
S: -26.01878 19.28284 9.42976
O: -27.13186 19.35205 10.34511
O: -25.68546 17.71660 9.27186
C: -25.13609 17.28940 7.95891
C: -23.87179 16.44034 8.08307
C: -24.49526 19.85159 10.23143
H: -24.90473 18.14375 7.31735
H: -25.94437 16.70557 7.54588
H: -23.78577 15.84985 7.14139
H: -23.89163 15.82509 8.96127
H: -22.96924 17.03964 8.16367
H: -24.22741 19.34145 11.17263
H: -24.59821 20.89796 10.48861
H: -23.68829 19.65084 9.47602

Atoms 1-3, force components in eV/Å:
0.50 -1.45 -1.17
0.72 0.82 -0.45
-0.22 1.46 0.31


Record 2
ORCA calculation (ωB97M-V/def2-TZVPD) on 13 unconnected molecules or ions with the total composition C46H112N6O20 at a distorted geometry.

total energy: -3652.8998 Ha
LUMO energy: 0.146 eV
Kohn-Sham gap: 8.4310 eV
ΔE to the lowest compared entry with this formula, charge and spin: 0.000 eV
strongest force on any atom: 4.45 eV/Å
HOMO level: -8.28 eV

CARTESIAN COORDINATES (ANGSTROEM)
C: 4.02602 -1.38993 -0.22922
O: 4.39575 -2.54391 -0.96701
C: 3.33144 -3.23961 -1.54072
C: 3.74142 -4.50051 -2.34494
O: 4.18004 -5.63924 -1.64376
C: 4.63388 -6.66965 -2.54436
H: 3.46828 -0.70084 -0.86341
H: 4.86799 -0.85549 0.21073
H: 3.31482 -1.69295 0.53921
H: 2.58468 -2.60032 -2.01162
H: 2.82733 -3.47382 -0.60311
H: 4.52317 -4.25608 -3.06412
H: 2.91882 -4.79759 -2.99545
H: 5.16015 -6.28892 -3.41968
H: 3.77471 -7.21626 -2.93315
H: 5.28091 -7.39462 -2.05051
C: -3.57661 1.19475 -1.04367
O: -3.73309 0.23955 -0.06662
C: -3.13065 0.61490 1.18324
C: -3.59089 -0.30726 2.35771
O: -3.06201 -1.63269 2.16886
C: -3.65546 -2.58794 3.01949
H: -2.56758 1.23291 -1.45414
H: -3.86779 2.17142 -0.65711
H: -4.33768 0.79884 -1.71608
H: -3.40921 1.62315 1.48974
H: -2.05762 0.50751 1.02464
H: -4.67226 -0.34949 2.48788
H: -3.25124 0.14384 3.29004
H: -4.07730 -2.14947 3.92386
H: -2.88270 -3.30755 3.28989
H: -4.34513 -3.16266 2.40130
C: -0.27035 5.21577 7.94133
O: 0.55280 4.25578 7.21803
C: 1.49356 4.87821 6.34976
C: 2.58563 3.86564 5.85844
O: 2.06681 2.74548 5.18029
C: 2.99769 1.64426 5.22196
H: 0.34858 5.96338 8.43743
H: -0.82934 4.74512 8.75011
H: -0.93997 5.79338 7.30408
H: 1.97118 5.75331 6.79043
H: 0.86843 5.19704 5.51571
H: 3.01698 3.51295 6.79527
H: 3.33322 4.43277 5.30382
H: 3.04327 1.27337 6.24590
H: 3.97570 2.01545 4.91564
H: 2.69896 0.84876 4.53929
C: 0.71286 -2.06010 3.15798
O: 1.14430 -3.38093 3.29970
C: 0.82424 -4.24615 2.21665
C: 1.41195 -5.66770 2.41821
O: 2.73445 -5.81518 2.65202
C: 3.57536 -5.60687 1.51613
H: 1.33162 -1.48759 2.46698
H: 0.69032 -1.51307 4.10050
H: -0.28801 -1.95674 2.73883
H: 1.29125 -3.74093 1.37122
H: -0.24919 -4.33245 2.04813
H: 1.10850 -6.32254 1.60137
H: 0.97917 -6.09123 3.32453
H: 4.55166 -6.01953 1.77038
H: 3.69406 -4.57454 1.18704
H: 3.17476 -6.15556 0.66375
C: -6.24500 -2.00596 -4.24419
O: -5.25617 -2.34485 -3.34834
C: -5.71933 -2.22743 -1.99092
C: -4.55954 -2.64745 -1.06006
O: -4.22093 -4.05274 -1.11123
C: -3.02430 -4.42301 -0.47990
H: -7.04602 -2.74507 -4.25755
H: -5.82165 -1.88664 -5.24151
H: -6.67670 -1.01963 -4.07427
H: -6.52755 -2.92763 -1.77976
H: -6.07919 -1.21527 -1.80613
H: -4.71415 -2.48299 0.00632
H: -3.75909 -1.98968 -1.39876
H: -2.85120 -5.48572 -0.31022
H: -2.98486 -4.10914 0.56319
H: -2.20293 -3.96499 -1.03094
C: -6.09069 2.81611 3.65833
O: -5.25008 3.71440 2.93552
C: -4.56623 4.67450 3.73729
C: -3.23596 4.08399 4.26797
O: -2.42524 3.69399 3.22858
C: -1.12450 3.25241 3.59290
H: -6.24888 2.00177 2.95127
H: -7.07127 3.25537 3.84160
H: -5.62072 2.43746 4.56600
H: -5.20531 4.93377 4.58136
H: -4.36278 5.53920 3.10562
H: -3.40470 3.25318 4.95310
H: -2.83116 4.89242 4.87679
H: -0.87776 2.62020 2.73995
H: -1.11637 2.65807 4.50658
H: -0.42712 4.07667 3.74234
C: 1.75032 1.59795 1.44852
O: 1.52991 2.45207 0.30144
C: 1.34979 1.76406 -0.92021
C: 0.23260 0.67255 -1.04717
O: 0.67386 -0.61681 -0.66231
C: -0.39905 -1.51966 -0.83842
H: 0.88243 0.97398 1.66189
H: 2.07198 2.16388 2.32279
H: 2.53407 0.89691 1.16146
H: 2.26603 1.33472 -1.32550
H: 1.05579 2.43072 -1.73090
H: -0.09833 0.64326 -2.08531
H: -0.67324 0.84378 -0.46561
H: -1.18402 -1.41548 -0.08938
H: -0.08019 -2.55945 -0.76584
H: -0.87143 -1.43141 -1.81677
C: 5.29096 1.89353 -1.62884
C: 4.29754 2.76457 -2.42424
O: 3.79783 2.38639 -3.50220
N: 3.91662 3.90118 -1.94008
C: 4.26183 4.47862 -0.66868
H: 6.32305 2.23141 -1.72216
H: 5.38871 0.86847 -1.98635
H: 5.00218 1.92603 -0.57829
H: 3.43150 4.48010 -2.61061
H: 5.33469 4.64005 -0.56383
H: 3.86664 3.91411 0.17586
H: 3.96176 5.52258 -0.57815
C: 1.60288 -3.20099 -6.54243
C: 2.61108 -2.39431 -5.75831
O: 3.77414 -2.44327 -6.09277
N: 2.11778 -1.65187 -4.78620
C: 2.95475 -0.77763 -3.91941
H: 1.99893 -4.21208 -6.63699
H: 1.51556 -2.69420 -7.50348
H: 0.64133 -3.13708 -6.03307
H: 1.10929 -1.60234 -4.76231
H: 2.43382 -0.27576 -3.10402
H: 3.47399 0.06380 -4.37820
H: 3.74302 -1.34131 -3.42040
C: -1.51938 4.07548 -4.20196
C: -1.88224 3.96708 -2.74495
O: -3.07661 3.73050 -2.53263
N: -0.91929 4.23769 -1.85208
C: -1.23207 4.25669 -0.46719
H: -1.14558 5.08476 -4.37434
H: -2.38992 3.96125 -4.84789
H: -0.80014 3.33939 -4.56107
H: -0.02708 4.56398 -2.19499
H: -0.30400 4.27008 0.10430
H: -1.74850 3.34291 -0.17325
H: -1.80795 5.12680 -0.15196
C: 2.49966 5.45066 2.79363
C: 3.42406 6.58744 2.53461
O: 4.38566 6.43448 1.86737
N: 3.00163 7.78502 3.05932
C: 3.74719 9.02820 3.13913
H: 3.08418 4.53264 2.85433
H: 1.88874 5.35931 1.89556
H: 1.86567 5.70408 3.64329
H: 2.07456 7.81483 3.45901
H: 3.86518 9.48836 2.15809
H: 4.76366 8.75464 3.42211
H: 3.22882 9.79055 3.72068
C: -1.81166 -3.44944 -4.46497
C: -1.85250 -1.93147 -4.72600
O: -0.79155 -1.38815 -4.87058
N: -3.01879 -1.31126 -4.71600
C: -3.14458 0.13590 -4.95885
H: -2.66888 -3.66045 -3.82564
H: -0.97550 -3.65814 -3.79761
H: -1.92223 -3.97872 -5.41141
H: -3.84334 -1.82202 -4.43433
H: -2.24770 0.72130 -4.75630
H: -3.93846 0.52074 -4.31873
H: -3.38262 0.36437 -5.99772
C: 0.34382 -5.55833 -1.02615
C: -0.05580 -6.21586 -2.29505
O: 0.69164 -6.24543 -3.24560
N: -1.24201 -6.76257 -2.41871
C: -1.76044 -7.34598 -3.66419
H: 1.15632 -6.20750 -0.69979
H: -0.46186 -5.47771 -0.29643
H: 0.80876 -4.58947 -1.20852
H: -1.78535 -7.03522 -1.61216
H: -1.23552 -7.12155 -4.59273
H: -2.82740 -7.12373 -3.68205
H: -1.76623 -8.43213 -3.57284

Atoms 1-3, force components in eV/Å:
-0.91 -0.59 -0.60
2.37 1.24 -0.63
-0.56 -1.22 1.90